The following is a DFT calculation (ωB97M-V/def2-TZVPD) of a 13-piece molecular cluster, C69H159N5O13 overall.

Lowest unoccupied orbital energy (eV): 0.4065
Spin multiplicity: 1
Relative energy (zero: lowest compared OMol25 entry of this formula, charge and spin) (kcal/mol): 4.7
Total energy (eV): -108194.54411

Cartesian coordinates (Å):
C 6.7003 4.2350 -3.2983
C 5.5557 3.2474 -3.4416
C 5.8927 2.1058 -4.4126
O 5.1390 2.7077 -2.1974
H 7.4689 3.8130 -2.6406
H 6.4058 5.1550 -2.7910
H 7.1627 4.4686 -4.2558
H 4.7044 3.7887 -3.8698
H 6.1230 2.6221 -5.3497
H 5.0506 1.4398 -4.5809
H 6.7397 1.5239 -4.0498
H 5.8287 2.6248 -1.5049
C 4.0692 5.3664 0.2735
C 2.9446 4.3553 0.0726
C 1.5735 4.8904 0.4074
O 2.9151 3.9314 -1.2936
H 4.0974 5.6148 1.3403
H 3.9513 6.2832 -0.3019
H 5.0456 4.9182 0.0772
H 3.1432 3.4955 0.7270
H 0.7956 4.1272 0.3562
H 1.3336 5.7475 -0.2260
H 1.5426 5.2604 1.4373
H 3.7910 3.5226 -1.4832
C 9.4264 2.1217 -0.8058
C 8.0825 1.4367 -0.9697
C 8.0358 0.1026 -0.2324
O 7.0839 2.2908 -0.3721
H 10.2560 1.5267 -1.2041
H 9.6942 2.3175 0.2342
H 9.4774 3.0534 -1.3725
H 7.8609 1.3550 -2.0317
H 8.3849 0.2286 0.7924
H 8.7236 -0.5834 -0.7340
H 7.0202 -0.2851 -0.2513
H 7.2305 2.3465 0.5775
C -3.6178 -3.0604 -0.5116
C -5.1090 -3.2580 -0.2521
C -5.9794 -2.2038 -0.9915
O -5.5708 -4.5623 -0.5552
H -3.3378 -3.1343 -1.5702
H -3.0393 -3.8980 -0.1061
H -3.2518 -2.1432 -0.0535
H -5.2355 -3.1083 0.8234
H -6.4399 -2.5725 -1.9045
H -5.3222 -1.3693 -1.2392
H -6.7003 -1.8667 -0.2467
H -5.3936 -4.7183 -1.4897
C -0.4714 -4.6710 1.4932
C 0.5122 -5.2377 2.5360
C 1.8133 -4.4332 2.4837
O -0.0904 -5.2243 3.8090
H -1.3505 -5.2812 1.2892
H 0.0699 -4.4349 0.5751
H -0.8618 -3.7624 1.9605
H 0.7263 -6.2835 2.3095
H 2.3071 -4.4711 1.5084
H 2.5299 -4.9168 3.1497
H 1.6164 -3.3841 2.7055
H -0.1000 -4.3498 4.2391
C -0.3052 -1.3524 3.8882
C -0.9711 -2.0350 5.0881
C -2.3023 -2.6555 4.7343
O -0.0951 -3.0476 5.5881
H -0.7622 -0.3674 3.7705
H -0.4095 -1.8973 2.9473
H 0.7707 -1.2322 4.0300
H -1.1350 -1.2300 5.8131
H -2.9029 -1.9196 4.2007
H -2.8334 -2.8689 5.6675
H -2.2049 -3.6276 4.2521
H 0.6433 -2.6701 6.0726
C 3.6517 -1.2045 2.7615
C 4.9955 -0.5200 2.9257
C 6.1728 -1.4528 2.6299
O 5.0734 0.5950 2.0347
H 3.5048 -1.6624 1.7797
H 2.8417 -0.4877 2.8938
H 3.6464 -1.9912 3.5213
H 5.1517 -0.1676 3.9490
H 6.0327 -2.4192 3.1239
H 7.1434 -1.0315 2.8783
H 6.1432 -1.6891 1.5616
H 4.5538 0.4292 1.2375
C -0.6381 6.2899 -3.5137
C 0.2557 5.1059 -3.1980
C 0.2253 3.9861 -4.1999
O 1.5937 5.6256 -3.0633
H -0.4857 7.1164 -2.8129
H -1.7047 6.0980 -3.3890
H -0.3765 6.7065 -4.4879
H 0.0459 4.7139 -2.1903
H 0.5867 4.3022 -5.1822
H -0.8231 3.6983 -4.3629
H 0.7937 3.1066 -3.9008
H 2.1069 4.9498 -2.5850
C -3.8952 0.3249 1.9246
C -5.2204 0.9863 2.3054
C -5.8757 1.4558 0.9836
C -7.3722 1.7589 1.0021
C -8.1184 0.6012 1.6666
C -7.5701 0.1453 2.9973
N -6.1236 -0.0262 2.8543
O -5.5564 -0.8252 3.8765
C -7.9833 1.0376 4.1915
C -8.2113 -1.2345 3.2119
C -5.0084 2.1702 3.2404
H -3.4402 -0.0256 2.8548
H -3.1661 0.9711 1.4329
H -4.0557 -0.5486 1.2909
H -5.3428 2.3525 0.6527
H -5.7345 0.6727 0.2323
H -7.7991 1.9650 0.0200
H -7.5325 2.6988 1.5452
H -8.1627 -0.2248 0.9526
H -9.1565 0.9353 1.7723
H -7.8773 2.1023 3.9831
H -9.0251 0.8606 4.4612
H -7.3520 0.7772 5.0413
H -7.7992 -1.9503 2.4902
H -8.0156 -1.7106 4.1777
H -9.2919 -1.2348 3.0781
H -4.7183 1.9460 4.2775
H -6.0018 2.5643 3.4746
H -4.2967 2.9467 2.9592
H -5.7737 -1.7175 3.5841
C 0.2122 1.4181 -1.2760
C 0.7184 0.1566 -0.5265
C -0.1019 -1.0721 -0.8352
C 0.1230 -1.6006 -2.2462
C 1.6404 -1.7849 -2.5434
C 2.4957 -0.5615 -2.1473
N 2.1337 -0.1105 -0.8098
O 2.9845 0.9367 -0.3884
C 3.9414 -1.0282 -2.1728
C 2.3433 0.4804 -3.2760
C 0.5800 0.4590 0.9603
H -0.6580 1.8982 -0.8193
H 0.0216 1.2339 -2.3301
H 0.9358 2.2382 -1.1997
H 0.1373 -1.8658 -0.1197
H -1.1678 -0.8863 -0.6892
H -0.2328 -0.9464 -3.0471
H -0.4572 -2.5201 -2.3516
H 1.6595 -2.1065 -3.5852
H 1.9508 -2.6593 -1.9625
H 4.7024 -0.2435 -2.1506
H 4.1182 -1.5887 -1.2446
H 4.2149 -1.6989 -2.9883
H 3.0124 0.2381 -4.1025
H 1.3566 0.6010 -3.7336
H 2.5613 1.5094 -2.9657
H -0.4612 0.6135 1.2495
H 1.1193 1.3396 1.3290
H 1.0185 -0.3170 1.5947
H 2.6702 1.6667 -0.9547
C -5.8765 2.4716 -2.8299
C -4.4409 2.6604 -3.3217
C -3.4386 2.1757 -2.2411
C -3.3099 0.6407 -2.1470
C -2.9867 0.0820 -3.5352
C -3.9306 0.4858 -4.6433
N -4.1238 1.9277 -4.5562
O -4.8801 2.4159 -5.6663
C -3.2721 0.1006 -5.9625
C -5.2225 -0.3446 -4.4316
C -4.1144 4.1458 -3.5010
H -6.1484 3.3385 -2.2248
H -6.0717 1.5336 -2.3157
H -6.5494 2.5059 -3.6924
H -2.4323 2.5725 -2.3900
H -3.7509 2.4724 -1.2349
H -4.1803 0.1924 -1.6668
H -2.4640 0.4248 -1.4950
H -2.9537 -1.0070 -3.4151
H -1.9429 0.3743 -3.6987
H -2.3125 0.6287 -6.0399
H -3.0871 -0.9691 -5.9941
H -3.7972 0.5062 -6.8281
H -5.9782 0.1034 -5.0838
H -5.1761 -1.4118 -4.6525
H -5.5758 -0.2800 -3.4027
H -4.4256 4.6068 -2.5588
H -4.8636 4.5901 -4.1707
H -3.1217 4.4171 -3.8373
H -4.1853 2.8218 -6.1951
C -0.9346 2.4951 3.8247
C 0.1774 2.8954 4.8381
C 0.9884 4.0267 4.2270
C 0.3663 5.4341 4.2253
C -0.2070 5.7501 5.6261
C -1.0253 4.6319 6.2662
N -0.3386 3.3225 6.1447
O -1.0798 2.2903 6.7468
C -1.2166 4.8642 7.7583
C -2.4334 4.6071 5.6221
C 1.0738 1.6697 5.0359
H -1.3625 3.4221 3.4348
H -1.7440 1.8870 4.2335
H -0.5054 1.9749 2.9703
H 1.9551 4.0963 4.7326
H 1.1786 3.8150 3.1695
H -0.4050 5.5383 3.4620
H 1.1758 6.1271 4.0008
H -0.8498 6.6238 5.4864
H 0.5655 6.0731 6.3276
H -1.8653 4.1293 8.2310
H -0.2627 4.9501 8.2797
H -1.7538 5.8026 7.9386
H -2.9149 3.6274 5.5778
H -3.1507 5.2278 6.1664
H -2.4558 5.0303 4.6141
H 1.8931 1.9458 5.6995
H 1.5329 1.4282 4.0721
H 0.4416 0.8361 5.3213
H -1.8493 2.1386 6.1702
C 4.0551 -9.2816 -1.8465
C 3.7366 -8.2390 -2.9269
C 2.7242 -8.9454 -3.8464
C 1.8119 -8.0485 -4.6907
C 1.1500 -7.0733 -3.7573
C 2.1337 -6.2428 -2.9100
N 3.1249 -7.0924 -2.2642
O 4.0400 -6.3684 -1.4803
C 2.7563 -5.2460 -3.9101
C 1.3317 -5.4861 -1.8724
C 5.0373 -7.9538 -3.6993
H 3.1997 -9.4259 -1.1815
H 4.8714 -8.9819 -1.1848
H 4.2740 -10.2767 -2.2402
H 3.2868 -9.5690 -4.5485
H 2.0897 -9.6471 -3.3011
H 1.0964 -8.6809 -5.2185
H 2.3881 -7.5396 -5.4688
H 0.4473 -7.6068 -3.1016
H 0.4476 -6.4247 -4.2929
H 1.9445 -4.6551 -4.3385
H 3.4128 -4.4887 -3.4605
H 3.3396 -5.7185 -4.6978
H 0.4969 -4.9135 -2.2759
H 0.8794 -6.2164 -1.1930
H 1.9817 -4.8710 -1.2487
H 4.8447 -7.3097 -4.5604
H 5.4403 -8.8920 -4.0782
H 5.7826 -7.4986 -3.0476
H 4.4604 -5.7273 -2.0809

Forces on atoms 1 to 2 (eV/Å):
C 0.39 -0.14 0.67
C 0.11 -0.38 -0.36

=====

The following is a DFT calculation (ωB97M-V/def2-TZVPD) of C69H54IrN6O3P2S4 as an isolated structure.

Total charge: +1
Lowest unoccupied orbital energy (spin up / spin down) (eV): -4.3465 / -4.3478
Spin multiplicity: 1
Total energy (eV): -152264.10967

Cartesian coordinates (Å):
Ir -0.6464 -0.2553 0.2333
C -0.0809 -2.1212 6.9693
C 0.7510 -2.5751 5.7576
C 1.8379 -3.5591 6.2101
C -0.1936 -3.2487 4.7661
C -1.0499 -4.2937 5.0954
C -1.9336 -4.8449 4.1682
C -2.0301 -4.3248 2.8873
C -1.2075 -3.2554 2.5387
P -1.2510 -2.3867 0.9593
C -2.9389 -2.0226 0.4670
C -3.0749 -1.4947 -0.8208
C -4.2787 -1.0177 -1.3093
C -5.3986 -1.0396 -0.4674
C -5.3194 -1.5615 0.7921
C -4.0975 -2.1152 1.3476
C -0.6585 -3.7435 -0.1136
C 0.5737 -4.3109 0.2210
C 1.0714 -5.3859 -0.4946
C 0.3385 -5.9125 -1.5517
C -0.8942 -5.3689 -1.8752
C -1.3958 -4.2888 -1.1577
C -0.2729 -2.8124 3.4556
O 0.6005 -1.9172 2.9364
C 1.1778 -1.0258 3.7875
C 1.5694 0.1501 3.1845
C 2.3763 1.0143 3.9275
C 2.6739 0.7107 5.2454
C 2.1586 -0.4352 5.8395
C 1.3835 -1.3368 5.1211
P 1.1477 0.6498 1.4754
C 0.6317 2.3834 1.5814
C 0.6466 3.1492 0.4094
C 0.2697 4.4788 0.4452
C -0.1299 5.0566 1.6457
C -0.1376 4.3040 2.8070
C 0.2468 2.9702 2.7804
C 2.8763 0.6590 0.8860
C 3.6459 -0.4829 1.1404
C 4.9961 -0.5132 0.8505
C 5.6173 0.6272 0.3571
C 4.8850 1.7865 0.1732
C 3.5174 1.8046 0.4191
H -0.5332 -2.9789 7.4684
H -0.8735 -1.4379 6.6626
H 0.5494 -1.6136 7.6990
H 1.3901 -4.4475 6.6579
H 2.4808 -3.0944 6.9585
H 2.4610 -3.8737 5.3721
H -1.0254 -4.7026 6.0981
H -2.5537 -5.6824 4.4576
H -2.7259 -4.7503 2.1739
H -2.2175 -1.4926 -1.4847
H -4.3499 -0.6447 -2.3216
H -6.3417 -0.6413 -0.8190
H -6.1853 -1.5277 1.4419
H -4.2215 -3.1483 1.6705
H 1.1465 -3.9255 1.0592
H 2.0300 -5.8114 -0.2276
H 0.7237 -6.7555 -2.1099
H -1.4800 -5.7906 -2.6814
H -2.3733 -3.8992 -1.4098
H 2.7637 1.9214 3.4818
H 3.3006 1.3798 5.8188
H 2.3783 -0.6310 6.8818
H 0.9984 2.7214 -0.5234
H 0.3027 5.0673 -0.4629
H -0.4266 6.0971 1.6728
H -0.4547 4.7460 3.7418
H 0.2160 2.3925 3.6928
H 3.2070 -1.3543 1.6173
H 5.5633 -1.4190 1.0182
H 6.6758 0.6111 0.1297
H 5.3690 2.6853 -0.1851
H 2.9755 2.7224 0.2675
C -7.2738 -2.1031 4.9493
C -6.1026 -1.4140 4.3110
C -5.0451 -2.1141 3.7970
C -3.9282 -1.4941 3.1234
C -3.8710 -0.0690 3.2594
C -4.9365 0.6465 3.7604
C -6.0671 -0.0107 4.2277
S -2.3442 0.7380 2.9649
O -2.4784 2.0697 3.4763
O -1.3308 -0.1337 3.4970
N -2.0908 0.7653 1.3472
C -2.7554 1.7740 0.6100
C -3.8770 2.4661 1.0036
C -4.4385 3.4777 0.2047
C -3.8952 3.8095 -1.0011
C -2.7675 3.0975 -1.4602
C -2.1655 3.3673 -2.7079
C -1.1040 2.6207 -3.1216
C -0.6310 1.5978 -2.2892
N -1.1442 1.3357 -1.0985
C -2.2166 2.0758 -0.6629
H -7.1337 -3.1822 4.9786
H -8.1924 -1.8946 4.3985
H -7.4223 -1.7504 5.9704
H -5.0672 -3.2003 3.8116
H -2.9775 -1.9582 3.3749
H -4.8669 1.7221 3.8534
H -6.8949 0.5692 4.6171
H -4.3494 2.2598 1.9456
H -5.3127 3.9996 0.5701
H -4.3155 4.5937 -1.6164
H -2.5615 4.1657 -3.3237
H -0.6046 2.7869 -4.0651
H 0.2004 1.0036 -2.6334
N 4.6952 -3.5388 -0.9322
C 3.7693 -2.9778 -1.3162
C 2.5743 -2.3568 -1.8152
C 2.1758 -2.4479 -3.1361
C 0.9338 -1.9343 -3.4668
C 0.1597 -1.3496 -2.4891
N 0.5668 -1.2101 -1.2148
C 1.7505 -1.7227 -0.9005
H 2.8092 -2.9202 -3.8739
H 0.5572 -1.9852 -4.4778
H -0.8140 -0.9536 -2.7335
H 2.0441 -1.6652 0.1297
S 7.8738 2.1403 -3.8998
C 6.4350 1.4790 -3.4200
S 4.9396 2.3759 -3.4404
C 4.0677 0.9930 -2.8677
N 4.8047 -0.0558 -2.6934
N 6.1349 0.2319 -2.9840
C 7.0448 -0.8486 -2.7783
C 8.3078 -0.6268 -2.2452
C 9.1527 -1.7055 -2.0303
C 8.7466 -2.9958 -2.3363
C 7.4785 -3.2063 -2.8591
C 6.6275 -2.1372 -3.0829
S 2.3975 1.1049 -2.4610
H 8.6277 0.3761 -2.0107
H 10.1379 -1.5278 -1.6192
H 9.4116 -3.8322 -2.1676
H 7.1475 -4.2095 -3.0941
H 5.6380 -2.2915 -3.4879

Forces on atoms 1 to 2 (eV/Å):
Ir -0.37 0.03 -0.03
C 0.02 -0.04 0.06